1.
{"formula": "C3H5NS2", "method": "ωB97M-V/def2-TZVPD", "charge": 0, "multiplicity": 1, "mol_weight_g_mol": 119.214, "relative_energy_kcal_mol": 94.64, "gap_ev": 8.023, "smiles": "C=NSCC=S", "e_homo_ev": -8.43, "fmax_ha_per_bohr": 0.11524, "symbols": ["C", "N", "S", "C", "C", "S", "H", "H", "H", "H", "H"], "xyz": [[-0.47242, 1.17381, 2.71571], [-0.10857, 1.01177, 1.46375], [-0.08979, -0.88757, 1.27237], [0.70520, -0.64550, -0.21297], [-0.05380, 0.36783, -1.15290], [0.04475, -0.01209, -2.75002], [-1.06019, 0.57401, 3.42912], [-0.57311, 2.09075, 3.13860], [0.55715, -1.70527, -0.76821], [1.78232, -0.36441, -0.01218], [-0.29944, 1.34029, -0.49015]], "forces_ev_per_angstrom": [[-0.9, -1.0, -2.9], [-0.6, -2.9, 5.1], [-1.2, 2.6, 1.3], [0.2, -2.0, -3.4], [2.1, 0.1, 0.7], [-0.9, 1.1, 1.4], [0.9, -1.4, -0.7], [0.5, 3.5, 0.5], [1.1, 2.4, 1.1], [-1.1, -0.3, -0.8], [0.0, -2.1, -2.4]]}



2.
{"formula": "C18H15BrN2O5S", "method": "ωB97M-V/def2-TZVPD", "charge": 0, "multiplicity": 1, "mol_weight_g_mol": 451.298, "gap_ev": 7.869, "smiles": "O=C(Oc1ccc(Br)cc1C(=S)N1CCOCC1)c1cccc([N+](=O)[O-])c1", "e_homo_ev": -8.51, "fmax_ha_per_bohr": 0.02364, "symbols": ["O", "C", "O", "C", "C", "C", "C", "Br", "C", "C", "C", "S", "N", "C", "C", "O", "C", "C", "C", "C", "C", "C", "C", "N", "O", "O", "C", "H", "H", "H", "H", "H", "H", "H", "H", "H", "H", "H", "H", "H", "H", "H"], "xyz": [[1.59060, 3.18833, 0.23453], [1.59086, 1.99824, 0.07156], [0.49733, 1.24145, -0.14484], [-0.78814, 1.73191, -0.04767], [-1.15680, 3.03674, -0.34063], [-2.48203, 3.42163, -0.23106], [-3.43123, 2.49636, 0.16513], [-5.25508, 3.01424, 0.31102], [-3.08158, 1.18680, 0.44436], [-1.75526, 0.79030, 0.33423], [-1.34127, -0.57438, 0.72340], [-0.43785, -0.72337, 2.09733], [-1.71952, -1.61207, -0.02884], [-2.51487, -1.52309, -1.23320], [-3.82853, -2.29146, -1.01935], [-3.57538, -3.62594, -0.65940], [-2.81278, -3.70145, 0.52342], [-1.46858, -2.98291, 0.35954], [2.81899, 1.15826, 0.08519], [2.76594, -0.23134, 0.17997], [3.93553, -0.97219, 0.22341], [5.16396, -0.33908, 0.16945], [5.20877, 1.04767, 0.07827], [6.49409, 1.71196, 0.02396], [6.49827, 2.91523, -0.10004], [7.48356, 1.01757, 0.10228], [4.04923, 1.80479, 0.04077], [-0.41306, 3.75631, -0.63901], [-2.76933, 4.43759, -0.45087], [-3.83146, 0.48043, 0.76671], [-1.95831, -1.99802, -2.04973], [-2.71252, -0.48344, -1.49086], [-4.42207, -1.79379, -0.23694], [-4.40734, -2.32387, -1.94327], [-3.36605, -3.25053, 1.36095], [-2.65850, -4.76225, 0.72244], [-0.88433, -3.47328, -0.42604], [-0.90924, -2.99060, 1.29589], [1.80860, -0.72382, 0.24143], [3.88859, -2.04690, 0.30421], [6.08930, -0.89420, 0.20114], [4.09749, 2.88220, -0.01881]], "forces_ev_per_angstrom": [[0.0, -0.2, 0.0], [0.3, 0.4, 0.1], [-0.2, -0.1, -0.3], [-0.5, 0.0, 0.1], [0.2, 0.0, -0.1], [-0.2, -0.2, 0.1], [-0.2, 0.0, 0.0], [0.2, 0.0, 0.0], [0.1, 0.1, -0.1], [0.2, 0.5, -0.2], [0.3, -0.4, 0.3], [0.1, 0.1, 0.4], [0.0, 0.4, 0.0], [-0.5, -0.1, -0.4], [0.2, 0.3, -0.2], [-0.1, -0.2, -0.1], [0.3, 0.1, 0.1], [-0.2, -0.6, 0.3], [0.2, -0.2, 0.0], [0.0, 0.1, 0.0], [0.0, 0.1, 0.0], [0.2, 0.2, 0.0], [-1.1, -0.6, 0.0], [0.3, 0.2, 0.0], [0.1, 0.4, 0.0], [0.3, -0.1, 0.0], [0.1, 0.0, 0.0], [0.0, 0.0, 0.0], [0.0, 0.1, 0.0], [-0.1, -0.1, 0.0], [-0.1, 0.1, 0.0], [0.0, -0.1, 0.0], [0.0, 0.0, -0.1], [0.0, 0.1, 0.1], [0.0, 0.0, 0.0], [0.0, 0.1, 0.1], [0.0, 0.0, 0.0], [-0.1, 0.0, -0.2], [-0.1, 0.0, 0.0], [0.0, -0.1, 0.0], [0.0, 0.0, 0.0], [0.0, 0.0, 0.0]]}



3.
{"formula": "C4H7NO2", "method": "ωB97M-V/def2-TZVPD", "charge": 0, "multiplicity": 1, "mol_weight_g_mol": 101.105, "relative_energy_kcal_mol": 121.28, "gap_ev": [8.018, 8.019], "e_homo_ev": [-9.38, -9.38], "fmax_ha_per_bohr": 0.05239, "symbols": ["C", "C", "O", "C", "C", "N", "O", "H", "H", "H", "H", "H", "H", "H"], "xyz": [[-1.93534, 0.88427, 0.02981], [-0.89181, -0.16379, 0.31399], [-0.38353, -0.79675, -0.80357], [1.55849, -1.40895, -0.09919], [1.19010, -0.05158, -0.12409], [2.11687, 0.63360, -0.67128], [0.31089, 0.43422, 0.81166], [-2.22855, 1.41637, 0.93474], [-2.82522, 0.42069, -0.38253], [-1.53340, 1.58309, -0.69102], [-1.27471, -0.86912, 1.04644], [2.00795, -1.82938, -0.98801], [1.68745, -1.93180, 0.84420], [2.07864, 1.58222, -0.30526]], "forces_ev_per_angstrom": [[0.1, 0.0, -0.2], [-0.1, -0.6, 0.0], [-0.5, -1.3, -0.3], [-1.4, -0.5, -0.5], [2.0, 1.4, 1.1], [0.3, 0.7, 0.1], [0.5, 0.3, 0.2], [0.2, 0.0, 0.1], [-0.1, -0.1, -0.1], [0.0, 0.3, -0.2], [0.0, -0.2, 0.3], [-0.2, 0.1, -0.1], [-0.6, -0.1, 0.0], [-0.2, 0.4, -0.4]]}



4.
{"formula": "C4H5NO", "method": "ωB97M-V/def2-TZVPD", "charge": 0, "multiplicity": 1, "mol_weight_g_mol": 83.090, "relative_energy_kcal_mol": 71.08, "gap_ev": 10.855, "smiles": "C=COC1=NC1", "e_homo_ev": -9.87, "fmax_ha_per_bohr": 0.01065, "symbols": ["C", "C", "O", "C", "N", "C", "H", "H", "H", "H", "H"], "xyz": [[-1.17490, -1.15583, 0.27729], [-1.32165, -0.24415, -0.67118], [-0.27193, 0.31916, -1.38445], [0.81436, 0.60812, -0.67918], [1.98935, 1.00054, -0.83600], [1.42998, 0.78430, 0.59672], [-0.20181, -1.54703, 0.55537], [-2.04374, -1.52989, 0.80456], [-2.27083, 0.15647, -1.00823], [1.81756, -0.06899, 1.15490], [1.23359, 1.67729, 1.19018]], "forces_ev_per_angstrom": [[0.0, 0.1, -0.1], [-0.2, -0.2, 0.2], [0.2, 0.1, 0.1], [0.5, 0.1, 0.0], [-0.5, -0.2, -0.2], [0.0, 0.0, 0.4], [-0.1, 0.1, 0.0], [0.1, 0.0, -0.1], [0.1, -0.1, 0.0], [0.0, 0.1, -0.1], [0.1, -0.1, -0.1]]}